Record 1
Entry from the Open Molecules 2025 dataset: a structure of composition C38H58IrN4O3P3STe (the ωB97M-V functional and the def2-TZVPD basis).

- multiplicity = 2
- energy above the lowest of the compared OMol25 structures with the same formula, charge and spin (kcal/mol) = 0.0
- energy (eV) = -101283.572
- net charge = +1
- expectation value of S² = 0.76
- frontier orbital gap (alpha / beta) (eV) = 6.460 / 6.222

Last column: Mulliken charge in e.
CARTESIAN COORDINATES (ANGSTROEM)
Ir (0.376, 0.005, -0.818)  1.166
C (-5.119, -3.150, 2.148)  -0.679
O (-5.624, -2.134, 1.298)  -0.457
C (-4.745, -1.319, 0.686)  0.872
C (-5.314, -0.364, -0.185)  -1.134
C (-4.493, 0.493, -0.849)  -1.573
C (-3.080, 0.464, -0.716)  0.084
C (-2.296, 1.467, -1.372)  1.576
C (-2.970, 2.662, -2.007)  -2.200
O (-1.044, 1.474, -1.436)  -0.645
C (-2.515, -0.508, 0.158)  0.190
O (-1.238, -0.629, 0.410)  -0.783
C (-3.378, -1.378, 0.857)  -0.354
H (-5.986, -3.688, 2.520)  0.260
H (-4.568, -2.722, 2.989)  0.218
H (-4.471, -3.835, 1.598)  0.314
H (-6.387, -0.345, -0.312)  0.492
H (-4.942, 1.213, -1.517)  0.434
H (-3.559, 3.214, -1.272)  0.496
H (-3.640, 2.348, -2.807)  0.501
H (-2.204, 3.307, -2.428)  0.237
H (-2.909, -2.114, 1.492)  0.439
C (2.517, -2.609, 0.334)  -1.465
P (1.938, -0.888, 0.455)  1.416
C (1.465, -0.832, 2.266)  -1.441
C (3.454, 0.116, 0.295)  -0.587
C (4.539, 0.037, 1.160)  -0.399
C (5.627, 0.881, 0.994)  -0.866
C (5.640, 1.799, -0.048)  -0.804
C (4.576, 1.856, -0.939)  -0.774
C (3.479, 1.020, -0.775)  0.308
P (2.070, 0.875, -1.947)  1.526
C (1.764, 2.532, -2.619)  -1.419
C (2.894, 0.005, -3.314)  -1.226
H (3.310, -2.832, 1.049)  0.433
H (2.883, -2.783, -0.678)  0.385
H (1.670, -3.274, 0.506)  0.456
H (2.337, -0.562, 2.865)  0.509
H (1.157, -1.838, 2.564)  0.625
H (-0.431, -0.109, 1.868)  0.035
H (4.541, -0.680, 1.975)  0.403
H (6.466, 0.825, 1.675)  0.463
H (6.487, 2.461, -0.172)  0.422
H (4.608, 2.556, -1.765)  0.437
H (1.555, 3.220, -1.801)  0.391
H (0.878, 2.471, -3.254)  0.318
H (2.602, 2.897, -3.213)  0.559
H (3.738, 0.597, -3.668)  0.460
H (2.198, -0.191, -4.128)  0.203
H (3.253, -0.957, -2.947)  0.354
Te (-0.259, -1.850, -2.682)  0.027
C (-1.129, -0.624, -4.142)  0.099
C (-0.567, 0.064, -5.182)  -0.246
C (-1.516, 0.763, -5.977)  -0.604
C (-2.794, 0.584, -5.543)  -0.552
S (-2.841, -0.445, -4.176)  -0.115
H (0.494, 0.058, -5.395)  0.412
H (-1.258, 1.355, -6.843)  0.420
H (-3.699, 0.977, -5.978)  0.439
N (0.378, 0.117, 2.462)  0.569
P (0.096, 0.983, 3.803)  -0.996
N (-1.245, 1.844, 3.448)  0.606
C (-1.589, 2.302, 2.091)  -0.154
C (-1.574, 3.822, 1.999)  -0.534
C (-2.475, 4.449, 3.057)  -0.978
C (-2.086, 3.948, 4.444)  -0.466
C (-2.104, 2.426, 4.490)  -0.884
N (1.479, 1.807, 4.117)  0.912
C (2.181, 2.439, 2.975)  0.664
C (3.513, 2.995, 3.448)  -0.882
C (3.317, 4.122, 4.476)  -0.981
C (1.958, 3.994, 5.169)  -0.675
C (1.615, 2.531, 5.405)  -0.606
N (-0.239, 0.147, 5.173)  0.928
C (0.839, -0.380, 6.043)  -0.550
C (0.667, -1.875, 6.258)  -0.970
C (-0.639, -2.166, 7.002)  -0.594
C (-1.753, -1.206, 6.550)  -1.135
C (-1.482, -0.658, 5.159)  -0.639
H (-2.588, 1.919, 1.851)  0.339
H (-0.893, 1.883, 1.368)  -0.412
H (-1.883, 4.116, 0.994)  0.321
H (-0.546, 4.176, 2.132)  0.147
H (-3.516, 4.175, 2.855)  0.324
H (-2.422, 5.537, 3.013)  0.482
H (-2.765, 4.335, 5.206)  0.398
H (-1.082, 4.302, 4.698)  0.005
H (-3.127, 2.070, 4.320)  0.526
H (-1.786, 2.061, 5.466)  0.367
H (1.573, 3.240, 2.538)  -0.173
H (2.335, 1.698, 2.196)  -0.701
H (4.074, 3.345, 2.581)  0.406
H (4.092, 2.174, 3.880)  0.344
H (3.392, 5.098, 3.995)  0.399
H (4.114, 4.081, 5.220)  0.299
H (1.172, 4.447, 4.560)  -0.027
H (1.956, 4.522, 6.123)  0.555
H (0.686, 2.440, 5.969)  0.638
H (2.401, 2.061, 6.005)  0.370
H (0.815, 0.139, 7.006)  0.389
H (1.803, -0.169, 5.583)  0.552
H (1.522, -2.260, 6.814)  0.468
H (0.679, -2.375, 5.285)  0.173
H (-0.478, -2.055, 8.075)  0.339
H (-0.934, -3.203, 6.839)  0.353
H (-1.836, -0.363, 7.240)  0.298
H (-2.722, -1.704, 6.551)  0.449
H (-2.308, -0.030, 4.830)  0.473
H (-1.399, -1.478, 4.436)  0.206

***

Record 2
Entry from the Open Molecules 2025 dataset: a structure of composition C38H58O29Rb2 in a non-equilibrium geometry (the ωB97M-V functional and the def2-TZVPD basis).

- multiplicity = 1
- energy above the lowest of the compared OMol25 structures with the same formula, charge and spin (kcal/mol) = 172.0
- energy (eV) = -101023.444
- frontier orbital gap (eV) = 1.646

Last column: Mulliken charge in e.
CARTESIAN COORDINATES (ANGSTROEM)
Rb (-16.071, -2.272, 12.166)  0.629
Rb (-22.049, 2.423, 14.906)  0.698
O (-24.223, 2.827, 9.959)  -0.777
C (-23.493, 2.460, 8.822)  -0.264
C (-22.401, 1.278, 8.818)  -0.357
O (-21.390, 0.958, 9.708)  -0.760
H (-22.979, 3.354, 8.470)  0.195
H (-24.058, 2.272, 7.909)  0.205
H (-21.823, 1.273, 7.894)  0.238
H (-22.988, 0.366, 8.713)  0.195
C (-25.222, -4.569, 14.833)  -1.434
C (-26.632, -4.348, 14.361)  0.433
C (-26.749, -3.471, 13.129)  -0.341
O (-27.405, -4.380, 12.193)  -0.358
C (-27.672, -5.609, 12.723)  0.709
O (-28.095, -6.579, 12.100)  -0.560
O (-27.147, -5.624, 13.930)  -0.360
H (-25.333, -5.265, 15.664)  0.348
H (-24.741, -3.638, 15.134)  0.389
H (-24.566, -4.941, 14.046)  0.355
H (-27.242, -3.937, 15.166)  0.263
H (-25.764, -3.249, 12.718)  0.277
H (-27.406, -2.629, 13.345)  0.277
C (-19.289, 8.221, 11.677)  -1.322
C (-19.954, 9.454, 10.988)  0.326
C (-21.442, 9.775, 11.256)  -0.317
O (-21.283, 10.952, 11.931)  -0.321
C (-19.977, 11.379, 11.881)  0.644
O (-19.649, 12.427, 12.420)  -0.583
O (-19.220, 10.601, 11.215)  -0.315
H (-19.715, 8.110, 12.674)  0.317
H (-18.210, 8.377, 11.679)  0.348
H (-19.670, 7.350, 11.143)  0.371
H (-19.815, 9.300, 9.918)  0.305
H (-21.956, 8.972, 11.785)  0.285
H (-22.012, 9.953, 10.345)  0.261
C (-30.439, 8.172, 6.628)  -1.389
C (-28.973, 7.714, 6.518)  0.325
C (-28.725, 6.937, 5.227)  -0.410
O (-27.442, 7.518, 4.903)  -0.318
C (-27.340, 8.725, 5.467)  0.692
O (-26.585, 9.658, 5.176)  -0.591
O (-28.294, 8.887, 6.358)  -0.315
H (-30.579, 8.943, 7.386)  0.342
H (-31.151, 7.393, 6.903)  0.380
H (-30.804, 8.624, 5.706)  0.339
H (-28.621, 7.222, 7.424)  0.323
H (-29.422, 7.200, 4.431)  0.301
H (-28.723, 5.876, 5.478)  0.321
C (-24.820, -6.283, 6.515)  -1.456
C (-23.400, -6.744, 6.819)  0.511
C (-23.045, -6.872, 8.280)  -0.375
O (-22.316, -8.117, 8.235)  -0.347
C (-22.672, -8.827, 7.193)  0.696
O (-22.326, -9.955, 7.008)  -0.555
O (-23.325, -8.051, 6.346)  -0.345
H (-25.016, -6.529, 5.472)  0.351
H (-25.036, -5.234, 6.720)  0.385
H (-25.646, -6.832, 6.968)  0.371
H (-22.648, -6.130, 6.325)  0.224
H (-23.937, -6.879, 8.906)  0.252
H (-22.355, -6.100, 8.619)  0.289
C (-30.518, 6.126, 15.520)  -1.361
C (-29.585, 7.318, 15.301)  0.486
C (-29.451, 7.832, 13.869)  -0.405
O (-29.577, 9.256, 14.017)  -0.314
C (-30.067, 9.531, 15.251)  0.626
O (-30.297, 10.655, 15.637)  -0.540
O (-30.230, 8.402, 15.978)  -0.339
H (-29.996, 5.260, 15.111)  0.381
H (-31.444, 6.302, 14.973)  0.351
H (-30.751, 5.981, 16.575)  0.326
H (-28.598, 7.001, 15.637)  0.232
H (-30.248, 7.410, 13.257)  0.256
H (-28.495, 7.562, 13.420)  0.301
C (-26.297, 1.635, 0.088)  -1.290
C (-24.937, 1.820, 0.778)  0.359
C (-24.298, 0.549, 1.300)  -0.426
O (-23.350, 0.211, 0.368)  -0.324
C (-23.154, 1.251, -0.421)  0.699
O (-22.368, 1.359, -1.369)  -0.603
O (-24.005, 2.166, -0.154)  -0.344
H (-26.962, 1.019, 0.693)  0.364
H (-26.242, 1.149, -0.885)  0.341
H (-26.774, 2.615, 0.062)  0.337
H (-24.876, 2.550, 1.585)  0.324
H (-25.025, -0.261, 1.351)  0.268
H (-23.876, 0.693, 2.294)  0.294
C (-31.379, -0.658, 7.200)  -1.449
C (-31.978, -0.191, 8.506)  0.535
C (-31.768, 1.218, 8.904)  -0.364
O (-33.055, 1.640, 9.288)  -0.346
C (-34.033, 0.779, 9.027)  0.687
O (-35.206, 0.952, 9.287)  -0.544
O (-33.423, -0.294, 8.408)  -0.368
H (-30.318, -0.411, 7.229)  0.382
H (-31.850, -0.286, 6.290)  0.349
H (-31.445, -1.739, 7.079)  0.359
H (-31.612, -0.851, 9.293)  0.194
H (-31.528, 1.807, 8.019)  0.276
H (-31.046, 1.325, 9.714)  0.289
C (-17.233, -6.174, 3.065)  -1.237
C (-18.048, -4.926, 2.684)  0.380
C (-17.730, -3.701, 3.568)  -0.489
O (-16.721, -2.947, 2.921)  -0.329
C (-16.698, -3.433, 1.649)  0.704
O (-16.070, -2.957, 0.745)  -0.561
O (-17.457, -4.456, 1.474)  -0.350
H (-16.220, -5.823, 3.264)  0.301
H (-17.193, -6.963, 2.314)  0.342
H (-17.616, -6.720, 3.927)  0.346
H (-19.117, -5.021, 2.493)  0.340
H (-17.327, -3.910, 4.559)  0.274
H (-18.610, -3.094, 3.782)  0.278
C (-16.601, 4.834, 4.556)  -1.368
C (-17.652, 5.098, 3.422)  0.397
C (-19.026, 5.640, 3.906)  -0.325
O (-19.199, 6.761, 3.052)  -0.313
C (-18.087, 7.001, 2.300)  0.648
O (-17.970, 7.865, 1.399)  -0.576
O (-17.179, 6.061, 2.524)  -0.340
H (-16.968, 3.985, 5.133)  0.392
H (-16.669, 5.592, 5.337)  0.345
H (-15.563, 4.699, 4.252)  0.330
H (-17.819, 4.140, 2.929)  0.242
H (-18.878, 5.834, 4.968)  0.271
H (-19.765, 4.844, 3.813)  0.296